# 1
Entry from the OMol25 dataset: C45H41F5N4O3S4V as an isolated structure (ωB97M-V/def2-TZVPD).

Geometry as XYZ:
```
103
Properties=species:S:1:pos:R:3:forces:R:3:lowdin_charge:R:1
C 0.417681 -3.227518 -4.209350 -0.009 0.046 -0.009 -0.231
H 4.709726 -3.892355 1.805629 -0.002 0.002 -0.001 0.108
C 3.856536 3.693377 3.447064 -0.016 -0.005 0.008 -0.070
S 0.190597 2.144995 2.530845 -0.169 -0.119 0.359 1.058
O 1.360012 1.363936 -1.390586 0.008 -0.130 -0.081 -0.236
H 2.844340 -2.298167 1.372552 0.007 -0.006 0.008 0.097
H 2.183931 -0.200492 -2.478730 -0.019 0.009 0.011 0.104
O 0.062436 1.160034 1.403000 0.063 0.490 -0.274 -0.570
H 2.967734 -6.110622 -4.462929 0.000 -0.001 -0.001 0.106
C 1.372415 -0.064337 3.744835 0.010 0.008 0.021 -0.216
H 2.238902 2.902970 4.593716 -0.017 -0.008 0.011 0.104
C 2.253060 -5.301774 -4.398684 0.005 -0.007 0.022 -0.084
H -4.586727 -3.379445 -0.266337 0.003 -0.002 -0.002 0.112
C -0.627129 -1.329063 -3.059107 -0.232 0.206 -0.185 -0.326
C -1.769127 5.292858 0.634158 0.039 0.000 0.026 -0.160
C 4.350462 3.973504 2.180933 0.007 0.010 -0.023 -0.073
C 1.864920 2.787954 2.469190 0.024 -0.037 -0.139 -0.346
H 0.367787 1.765979 -3.168594 -0.004 -0.031 -0.002 0.110
C 3.594930 3.664253 1.059247 0.019 0.005 0.041 -0.062
H -4.385663 -0.752515 3.101536 0.010 0.001 0.003 0.116
C 1.502915 -4.939065 -5.503130 -0.018 0.017 0.000 -0.080
H -2.698291 2.132292 -1.191498 0.025 0.022 -0.060 0.018
C 0.880344 -1.435184 4.218605 -0.012 -0.001 0.024 -0.203
C 2.348646 3.074692 1.202221 0.000 -0.070 0.006 -0.077
H 1.623996 -5.460215 -6.442774 -0.001 0.000 -0.002 0.106
C -2.564785 1.591267 -2.116388 0.169 -0.018 -0.083 -0.133
C -3.474788 6.625230 -0.332881 0.001 0.030 0.000 -0.154
C -3.368909 1.877086 -3.217336 0.027 0.023 -0.017 -0.031
C -4.091680 -2.574631 0.263375 -0.016 -0.005 -0.005 -0.044
H 0.005361 -3.602052 -6.273059 0.000 0.001 0.000 0.116
H 3.905751 -0.732374 -0.846400 0.005 0.004 0.004 0.088
C -1.550965 -0.163741 -3.211985 0.103 -0.133 0.030 -0.197
H -3.789034 1.328437 -5.246015 0.003 0.013 -0.001 0.114
H 1.882391 -6.826499 3.122526 -0.002 0.000 0.000 0.108
C -3.199892 1.132577 -4.360119 0.067 -0.112 -0.047 -0.032
H 0.830061 4.125378 -1.268255 0.020 -0.008 0.019 0.080
S -0.004078 -2.552751 1.722067 0.043 0.035 0.005 1.024
C -2.564986 4.176831 0.453894 0.165 0.113 -0.026 -0.257
H 1.715191 -2.139465 4.220079 0.003 -0.002 -0.035 0.109
H 2.396397 -0.532215 0.055826 0.050 -0.009 -0.001 0.030
N -0.508570 -2.170853 -4.124074 0.029 -0.125 0.091 0.137
H 4.218166 -6.148182 2.684147 0.000 -0.001 0.000 0.106
C 0.344789 1.049788 3.961891 -0.001 -0.042 -0.024 -0.303
C 3.687200 -4.184438 2.007021 -0.004 -0.005 0.004 -0.065
H 3.605684 0.763262 0.060832 -0.007 0.008 0.027 0.074
C -2.279934 0.082059 -4.356777 -0.142 0.074 -0.041 -0.003
C -4.247946 5.494995 -0.509101 -0.002 -0.036 0.000 -0.250
C 3.141327 -0.013539 -0.546336 -0.044 0.032 -0.055 -0.056
H 5.322017 4.436898 2.070710 -0.001 -0.001 0.002 0.106
F -2.009239 3.003914 0.845932 -0.237 -0.064 -0.039 -0.006
H -0.365907 3.975914 -2.555651 -0.015 -0.008 0.009 0.097
S -4.807095 2.794069 -0.354272 -0.377 0.133 0.304 0.571
C 3.410475 -5.451894 2.500653 -0.003 0.005 -0.001 -0.077
C 0.959266 2.289553 -2.412481 -0.010 0.037 0.026 -0.240
H 0.550126 -1.358180 5.259888 0.009 -0.020 0.003 0.123
C -5.715968 -2.832869 2.084157 0.004 -0.002 -0.014 -0.197
C -3.840779 4.203286 -0.122815 0.051 0.057 -0.007 -0.617
C 1.165433 -3.592515 -3.097310 0.004 0.017 0.029 -0.429
C -3.969528 -1.107112 2.166196 -0.043 -0.016 0.013 -0.039
C 0.590360 -3.895718 -5.409012 0.027 -0.020 -0.023 -0.019
C 2.496803 0.581659 -1.777795 0.031 0.016 0.017 -0.250
H 1.616540 -0.117088 2.684178 0.002 -0.021 -0.010 0.088
C 1.060456 -4.947223 2.508340 -0.011 0.003 0.011 -0.077
H 4.441253 3.936115 4.324472 -0.001 -0.003 0.001 0.108
H -1.061796 -1.986646 -4.939660 0.009 0.026 0.000 0.121
C 2.610623 3.102661 3.598257 -0.058 0.044 0.028 -0.074
H 2.670862 -4.897806 -2.328887 0.001 0.004 -0.002 0.109
V -0.495022 0.024358 -0.365469 0.274 -0.439 0.108 0.727
N -0.044071 -1.465003 -1.925067 -0.033 0.199 0.089 -0.275
F -0.542099 5.163851 1.183022 -0.040 0.004 -0.032 0.078
H -0.671900 0.663190 4.062977 0.001 -0.008 -0.024 0.086
H 3.201879 1.234264 -2.302523 0.008 -0.007 0.001 0.120
F -3.928179 7.825599 -0.722902 0.001 -0.030 0.003 0.104
C 2.098296 -5.833859 2.750481 0.002 -0.005 0.001 -0.071
S 0.950314 -2.792474 -1.533299 -0.041 -0.054 -0.067 1.052
H -4.114010 2.655013 -3.126247 0.023 0.009 0.044 0.092
C 2.654989 -3.286906 1.769524 -0.010 0.007 -0.013 -0.076
C 0.177330 3.423940 -1.787508 0.003 -0.006 -0.004 -0.048
H -2.422349 0.343468 2.127263 0.007 -0.020 0.030 0.081
H -2.181669 -0.517818 -5.250508 0.017 -0.026 0.012 0.104
H 0.031682 -5.244761 2.677044 0.001 -0.005 0.002 0.117
C 1.352073 -3.676227 2.033264 -0.002 0.026 -0.014 -0.394
C -2.850314 -0.510908 1.607203 -0.024 0.092 -0.061 -0.144
C -2.976202 -1.948231 -0.267921 0.090 -0.100 -0.016 -0.126
C -0.287426 -2.019642 3.433820 -0.022 0.037 -0.046 -0.288
H 1.857974 2.669670 -2.907368 0.010 0.004 0.013 0.120
F -1.456297 7.630343 0.412131 -0.022 -0.030 -0.005 0.098
C -2.218075 6.536918 0.244871 0.012 0.021 -0.007 -0.157
C -2.284456 -0.917085 0.386554 0.007 0.168 0.007 -0.213
H -1.125511 -1.328268 3.338587 -0.025 0.010 -0.021 0.066
H -0.676539 -2.921316 3.914373 0.005 -0.006 0.004 0.102
C -4.584663 -2.165729 1.501394 0.004 0.000 0.005 -0.249
H 0.529924 1.662153 4.844645 0.009 0.001 0.002 0.090
C 2.086311 -4.620595 -3.198580 0.023 -0.010 -0.018 -0.098
F -5.443962 5.665770 -1.085129 0.007 0.000 0.004 0.067
H 1.757807 2.804413 0.340656 0.004 -0.005 -0.040 0.080
H 2.292342 0.179195 4.278116 -0.008 0.024 0.000 0.116
H -2.623685 -2.305248 -1.234554 0.010 -0.001 0.012 0.082
H -0.544980 3.042437 -1.066641 -0.018 -0.001 -0.012 0.051
N -6.607021 -3.387861 2.554652 -0.001 0.006 0.006 0.136
H 3.973965 3.886066 0.069547 -0.003 -0.002 -0.002 0.111
O 0.639556 -1.397216 0.984381 0.041 -0.117 -0.015 -0.645
N -1.661074 0.619187 -2.120414 0.115 -0.158 0.096 0.042
```
Positions in Å, forces in eV/Å.

Output
Kohn-Sham gap (spin up / spin down) (hartree): 0.201 / 0.198
Relative energy (zero: lowest compared OMol25 entry of this formula, charge and spin) (kcal per mole): 2.7
⟨S²⟩: 3.762
Multiplicity: 4

***

# 2
Entry from the OMol25 dataset: C45H41INOPtTe as an isolated structure (ωB97M-V/def2-TZVPD).

Geometry as XYZ:
```
91
Properties=species:S:1:pos:R:3:forces:R:3:lowdin_charge:R:1
H -3.710436 -2.070322 -2.175433 0.023 0.054 -0.006 0.058
H -0.837903 0.532031 -0.989652 -0.001 0.051 0.042 0.053
H 4.783175 4.329755 -1.844413 -0.005 0.000 -0.001 0.102
C -1.299508 -1.977878 0.398634 -0.019 0.021 -0.047 -0.400
H -3.259081 -0.916452 5.601495 -0.001 0.002 0.001 0.097
N -1.500761 0.781159 1.514096 -0.012 -0.063 -0.160 -0.325
O -3.324127 2.129251 1.447641 0.006 -0.015 0.016 -0.183
H -2.398291 -3.173921 -1.825639 0.096 0.022 0.032 0.070
H -6.336046 -5.008340 2.122742 0.005 0.008 -0.004 0.104
C 2.704150 1.044922 -2.691399 0.006 -0.006 0.032 -0.031
H -2.303230 -2.758280 2.805834 0.027 -0.002 -0.003 0.024
C -1.374341 3.061038 2.455156 -0.013 0.017 -0.009 -0.067
H 2.938215 -2.412272 7.681777 -0.002 -0.009 -0.003 0.088
H -6.208233 -2.810542 3.167608 -0.002 -0.019 0.005 0.067
H 2.449910 0.383786 -1.871939 -0.001 -0.005 0.000 0.094
C 3.957470 6.662344 0.462462 -0.008 0.002 0.002 -0.126
C 1.938309 -1.136177 4.723259 0.047 -0.025 0.021 -0.612
Pt 0.370068 0.381313 2.112947 0.242 -0.069 0.002 0.687
C -5.689367 -5.341043 0.114378 -0.006 -0.017 -0.001 -0.302
C -1.354108 -1.438591 6.390985 -0.021 -0.008 -0.002 -0.077
C -5.044859 -3.423561 1.461890 0.025 0.050 0.025 -0.325
H 3.355463 -3.056045 -0.052215 -0.003 -0.001 0.002 0.067
C -5.740740 -4.625902 1.295408 -0.012 0.007 0.010 -0.050
C 1.206614 -3.191220 -0.020549 -0.007 -0.004 0.015 -0.298
H 1.414325 -1.796237 -1.632894 0.000 -0.010 -0.013 0.101
H 2.693440 -4.182523 -1.234660 0.002 0.001 0.001 0.069
C 2.813983 2.420048 -2.417941 0.018 -0.003 -0.022 -0.172
C 2.896662 0.545126 -3.965099 0.004 -0.007 -0.014 -0.098
C -4.233365 -3.614120 -0.785793 -0.084 -0.033 0.118 -0.298
H -0.777532 3.593787 1.708696 0.018 -0.016 0.000 0.048
H 5.556941 6.474702 -0.957727 -0.001 -0.001 0.001 0.089
H -4.553058 -3.283527 3.555516 0.005 0.011 -0.003 0.074
H 4.305977 7.607404 0.861451 -0.001 0.000 0.000 0.084
H -2.104395 3.752066 2.879499 0.002 0.005 -0.008 0.054
C 4.650695 6.030374 -0.561039 0.002 -0.001 -0.006 -0.114
H -6.939004 -6.925062 0.868402 0.001 0.001 -0.002 0.062
H -3.724358 -3.705266 -2.872421 0.011 0.011 0.002 0.064
C 0.923796 -1.974526 7.133454 0.001 -0.006 -0.008 -0.065
H -1.837309 -0.525415 -1.960644 -0.068 -0.042 -0.038 0.040
C 3.045320 4.204344 -0.580279 0.014 -0.034 -0.026 -0.174
H 2.737580 -4.621636 0.478369 -0.002 -0.001 -0.004 0.065
H 0.504042 -2.305402 8.077979 0.000 0.000 0.000 0.099
H -1.731976 -1.797577 7.342841 -0.002 -0.008 -0.005 0.094
C 2.564862 2.905619 -1.062443 0.024 0.039 -0.042 -0.160
C -0.338715 -0.460534 3.880160 -0.017 -0.068 -0.009 -0.277
H -2.383682 -4.338344 2.030071 0.003 0.022 0.006 0.081
H 3.344787 1.004563 -6.022750 -0.003 0.001 -0.002 0.085
C 2.268663 -2.038193 6.916145 0.005 0.009 0.003 -0.118
C -4.255036 -2.893139 0.430106 -0.011 -0.112 -0.148 -0.339
C -2.188012 -0.945664 5.427821 -0.008 0.006 0.011 -0.088
C -1.683346 -0.460791 4.206638 0.047 0.100 0.048 -0.145
C 0.034914 -1.479892 6.145103 0.016 -0.006 0.007 -0.187
C 1.186320 1.403496 0.587442 0.067 0.077 0.051 -0.222
C 4.204726 4.821997 -1.073687 0.023 0.006 -0.012 -0.059
H -2.381298 -0.058541 3.485763 -0.022 0.012 -0.028 0.041
C -2.118191 1.913432 1.761676 -0.028 0.043 0.005 -0.797
C -0.877728 -3.028354 1.218716 -0.004 -0.028 0.043 -0.293
C -5.173414 -2.764465 2.817883 -0.023 -0.013 0.023 -0.106
C 0.533699 -1.011666 4.889767 -0.042 -0.053 -0.020 -0.249
H 3.126869 4.336727 -3.350859 0.003 0.000 0.001 0.101
C -4.930012 -4.811112 -0.921961 0.010 0.000 -0.013 -0.046
C -1.700550 -3.551876 2.365827 0.018 -0.023 -0.023 -0.071
H 1.497798 4.363857 0.890696 -0.004 0.000 -0.006 0.101
H -1.049987 -3.962132 3.141465 0.006 -0.013 -0.002 0.077
H 0.696947 -4.413672 1.657241 -0.001 0.002 -0.003 0.107
C 0.767867 -2.156875 -0.836916 -0.016 0.000 0.001 -0.037
C 3.285658 2.760973 -4.779840 0.005 0.005 -0.007 -0.113
Te -3.125681 -0.943032 0.771710 0.072 0.057 0.031 1.506
C -0.463828 -1.540152 -0.648365 -0.024 -0.047 0.033 -0.329
C 0.368004 -3.618064 0.993549 0.023 0.016 0.018 -0.037
C 2.373260 4.845516 0.473079 -0.013 -0.012 0.019 -0.018
H 2.803043 -0.521126 -4.136251 -0.002 -0.002 0.001 0.095
C -3.474811 -3.117858 -1.985439 0.023 0.086 0.001 -0.079
H 2.270216 6.521768 1.787492 0.000 0.003 -0.001 0.096
H -4.884601 -5.342603 -1.870352 -0.001 -0.005 -0.003 0.102
C 1.843222 2.108506 -0.189029 -0.157 -0.117 0.025 -0.159
H -0.119240 -0.316023 -2.376424 0.005 0.022 0.018 0.065
I 2.722093 -0.549084 2.877092 -0.251 0.155 -0.050 1.089
C -6.438176 -6.637581 -0.057707 0.001 0.001 -0.002 -0.077
C 2.817913 6.053287 0.978390 0.005 0.003 0.005 -0.095
C 3.197741 1.396696 -5.023782 0.002 0.001 0.014 -0.124
H -4.853900 -1.726243 2.803550 -0.016 -0.005 0.008 0.012
C -0.834301 -0.400651 -1.555213 0.029 -0.007 0.051 -0.093
H 3.488578 3.445071 -5.596436 -0.001 -0.001 0.000 0.089
C 2.570517 -3.798579 -0.218461 0.008 0.002 0.002 -0.069
H 3.853777 -1.680809 5.480504 0.000 0.002 -0.001 0.077
H -0.692517 2.697738 3.224273 -0.002 -0.001 0.015 0.036
C 3.096074 3.266291 -3.503327 -0.021 0.015 0.002 -0.055
C 2.790892 -1.616570 5.675337 -0.009 -0.028 -0.010 -0.187
H -5.765319 -7.450806 -0.341805 -0.001 0.000 0.001 0.068
H -7.199257 -6.559145 -0.839039 0.000 0.000 0.000 0.068
```
Positions in Å, forces in eV/Å.

Output
Kohn-Sham gap (spin up / spin down) (hartree): 0.188 / 0.187
Relative energy (zero: lowest compared OMol25 entry of this formula, charge and spin) (kcal per mole): 0.0
⟨S²⟩: 0.780
Total charge: -2
Multiplicity: 2

***

Q: relative energy (zero: lowest compared OMol25 entry of this formula, charge and spin) of number 1 (C45H41F5N4O3S4V)?
A: 2.7 kcal per mole